A molecular structure, C4H9NO2, computed with ωB97M-V/def2-TZVPD.

Each line ends with the Mulliken charge.
Geometry (Å):
1 C 0.71229 1.50167 -1.06419  -0.77
2 N -0.74518 1.31429 -1.04355  -0.21
3 C -1.51373 0.24680 -0.86818  -0.30
4 O -1.15037 -0.98761 -0.50018  -0.28
5 C 0.13183 -1.35452 0.04814  -0.29
6 C 0.14714 -1.09279 1.54475  -0.45
7 O 0.11833 0.28342 1.85945  -0.52
8 H 0.90669 2.53629 -1.35682  0.28
9 H 1.11625 1.33670 -0.05994  0.30
10 H 1.21218 0.83746 -1.77865  0.32
11 H -1.74488 1.12564 -1.76331  0.46
12 H 0.22569 -2.42646 -0.14855  0.34
13 H 0.94891 -0.83604 -0.45399  0.18
14 H -0.69255 -1.63020 2.00848  0.29
15 H 1.07270 -1.48996 1.97536  0.34
16 H -0.74528 0.63530 1.60117  0.32

Its energy above the lowest of the compared OMol25 structures with the same formula, charge and spin is 126.5 kcal/mol. The LUMO energy is 0.877 eV. The HOMO energy is -8.592 eV.


A molecular structure, CH2NO4S, computed with ωB97M-V/def2-TZVPD.

Each line ends with the Mulliken charge.
Geometry (Å):
1 C -1.13199 0.01350 -0.23754  -0.20
2 N 1.18769 0.94517 0.16080  0.21
3 O 1.80649 1.97652 0.45141  -0.57
4 O -1.67296 -1.29159 -0.23415  -0.45
5 O 1.76923 0.09257 -0.52851  -0.43
6 O 0.47146 -1.60317 1.12742  -0.56
7 S 0.08954 -1.29673 -0.24640  0.48
8 H -1.19969 0.66349 0.65214  0.24
9 H -1.31977 0.50025 -1.14517  0.29

The charge is -1. Its energy above the lowest of the compared OMol25 structures with the same formula, charge and spin is 118.5 kcal/mol. The LUMO energy is 3.826 eV. The HOMO energy is -4.069 eV.


7 unconnected molecules or ions with the total composition C4H20O6, computed with ωB97M-V/def2-TZVPD.

Each line ends with the Mulliken charge.
Geometry (Å):
1 C 0.71071 1.24082 0.37013  -0.92
2 C -0.17055 2.05736 0.95546  1.30
3 C -0.78994 3.18400 0.22358  -1.37
4 C -0.47719 1.77574 2.40996  -1.76
5 H 1.11460 0.42771 0.89776  0.30
6 H 0.82614 1.07719 -0.62609  0.16
7 H -0.12473 4.12388 0.04413  0.29
8 H -1.79836 3.46915 0.62024  0.32
9 H -0.93879 2.92200 -0.71167  0.44
10 H -0.11649 2.62628 2.99081  0.39
11 H 0.08747 1.02073 2.81804  0.47
12 H -1.53572 1.67471 2.54292  0.38
13 O -1.44754 -1.53307 1.26249  -0.61
14 H -1.70406 -1.05459 0.46804  0.40
15 H -1.10810 -0.91437 1.89805  0.24
16 O 1.28945 1.62115 -3.47918  -0.70
17 H 0.55656 1.48422 -2.93572  0.31
18 H 1.80550 2.38664 -3.31610  0.34
19 O -2.26549 -0.36126 -1.14884  -0.72
20 H -2.14808 0.58368 -1.12197  0.31
21 H -1.45122 -0.57935 -1.63621  0.35
22 O 2.55208 -0.03970 -1.78363  -0.63
23 H 2.16763 0.31684 -2.59388  0.37
24 H 3.36472 0.42621 -1.66078  0.29
25 O -0.73455 -3.95259 0.38034  -0.65
26 H -1.15695 -3.15346 0.82592  0.44
27 H -1.10189 -3.87643 -0.42708  0.24
28 O 1.31077 -2.81440 1.73394  -0.67
29 H 1.10385 -2.20585 0.97329  0.32
30 H 0.88772 -3.66512 1.47701  0.35

As for the SMILES: C=C(C)C.O.O.O.O.O.O. Its energy above the lowest of the compared OMol25 structures with the same formula, charge and spin is 36.2 kcal/mol. The LUMO energy is -0.186 eV. The HOMO energy is -9.669 eV.


A molecular structure, C25H20F5N3OS2V, computed with ωB97M-V/def2-TZVPD.

Each line ends with the Mulliken spin population.
Geometry (Å):
1 V -0.31235 0.94003 0.03918  3.03
2 S 4.05336 1.00680 1.31073  0.02
3 C 4.12789 1.10685 -0.43690  0.00
4 C 5.24399 1.39204 -1.21370  0.00
5 C 5.09622 1.65451 -2.55735  0.00
6 C 3.84667 1.68885 -3.14965  0.00
7 C 2.68190 1.38044 -2.41327  0.00
8 C 2.82699 1.11906 -1.03579  0.00
9 N 1.79106 1.08714 -0.05567  -0.03
10 C 2.32556 1.01848 1.18581  0.05
11 C 1.40679 0.95111 2.33181  -0.03
12 C 1.80406 1.05000 3.67587  -0.02
13 C 0.87976 0.77236 4.68563  0.06
14 C -0.48086 0.61740 4.34813  -0.03
15 C -0.94084 0.77525 3.04667  0.03
16 C -0.00387 0.90919 2.01171  -0.16
17 H 6.23568 1.39897 -0.76774  0.00
18 H 5.98152 1.93112 -3.10622  0.00
19 H 3.77162 1.91837 -4.20014  0.00
20 H 1.71609 1.46084 -2.87906  0.01
21 H 2.84866 1.29943 3.92561  0.00
22 H 1.23148 0.73154 5.73678  0.00
23 H -1.15752 0.25260 5.11555  0.00
24 H -2.00642 0.73846 2.89696  0.02
25 F -6.43500 3.62232 -0.74837  0.00
26 C -5.06520 3.55662 -0.56618  0.00
27 C -4.46976 2.30396 -0.39653  0.00
28 F -5.17955 1.13633 -0.20427  0.00
29 C -3.08048 2.37937 -0.29598  0.00
30 F -2.36686 1.21537 0.13811  0.00
31 C -2.25510 3.45205 -0.52478  0.00
32 S -0.56350 3.27669 -0.61696  -0.01
33 C -2.92838 4.66390 -0.55229  0.00
34 F -2.16572 5.77429 -0.69387  0.00
35 C -4.30811 4.74528 -0.55587  0.00
36 F -4.87549 5.96474 -0.71567  0.00
37 C 1.87791 -2.34629 -1.49807  0.00
38 N 0.65118 -2.96933 -0.99940  0.00
39 C 0.71585 -4.42870 -0.74652  0.00
40 C -0.67083 -5.05482 -0.86114  0.00
41 C -1.53605 -4.30893 0.08663  0.00
42 N -1.51262 -2.87866 -0.29390  0.00
43 C -2.68565 -2.09687 0.01320  0.00
44 C -0.38856 -2.19900 -0.62747  0.00
45 O -0.34311 -0.95830 -0.75187  0.03
46 H 2.39972 -3.04353 -2.19500  0.00
47 H 2.58838 -2.09971 -0.71778  0.00
48 H 1.55229 -1.44681 -1.96468  0.00
49 H 1.05414 -4.65354 0.25942  0.00
50 H 1.39967 -4.91070 -1.47005  0.00
51 H -0.58212 -6.07735 -0.44916  0.00
52 H -1.07726 -5.11103 -1.86992  0.00
53 H -1.17547 -4.44296 1.10025  0.00
54 H -2.58576 -4.63225 0.03810  0.00
55 H -3.43505 -2.67378 0.59426  0.00
56 H -3.16024 -1.77538 -0.93237  0.00
57 H -2.36071 -1.18379 0.52321  0.01

As for the spin multiplicity: 4. Its expectation value of S² is 3.7695. Its energy above the lowest of the compared OMol25 structures with the same formula, charge and spin is 0.0 kcal/mol. The LUMO energy (alpha / beta) is 0.151 / 0.084 eV. The HOMO energy (alpha / beta) is -6.057 / -7.580 eV.


A molecular structure, C6H10N, computed with ωB97M-V/def2-TZVPD.

Each line ends with the Mulliken charge.
Geometry (Å):
1 C -1.05675 -0.23070 0.16881  0.71
2 C -0.23742 0.54249 1.01297  -0.61
3 C 0.97269 -1.43850 0.29921  -0.35
4 C 0.95338 -0.01456 0.19537  0.81
5 C -2.39812 0.02829 -0.42192  -1.02
6 C 1.93588 0.83892 -0.61570  -1.37
7 N -0.15404 -1.03484 -0.43907  -0.35
8 H -0.59178 1.60824 0.88166  0.34
9 H -0.12031 0.28445 2.10657  0.27
10 H 1.62457 -1.99628 -0.34205  0.26
11 H 0.67357 -2.15783 1.23750  0.26
12 H -2.55966 1.15911 -0.51437  0.32
13 H -3.13970 -0.46003 0.27658  0.33
14 H -2.61018 -0.43061 -1.47219  0.32
15 H 1.67214 1.92639 -0.65588  0.34
16 H 2.17056 0.58550 -1.66062  0.36
17 H 2.86517 0.78996 -0.05686  0.38

The charge is +1. Its energy above the lowest of the compared OMol25 structures with the same formula, charge and spin is 59.6 kcal/mol. The LUMO energy is -5.172 eV. The HOMO energy is -15.070 eV.


A molecular structure, C40H46N5O2P2Pt, computed with ωB97M-V/def2-TZVPD.

Each line ends with the Mulliken charge.
Geometry (Å):
1 Pt -1.04057 -0.35045 -0.65711  2.14
2 C -1.71130 -0.39380 4.14477  -0.98
3 N -2.09642 -1.56916 3.37929  0.22
4 C -2.47807 -2.77692 4.10406  -1.40
5 C -2.01223 -1.53614 2.03276  0.72
6 N -1.42312 -0.61534 1.35071  0.22
7 N -2.65692 -2.60025 1.40842  0.04
8 C -2.72829 -2.88808 0.06755  0.26
9 N -3.60382 -3.88691 -0.22291  -0.40
10 N -1.97897 -2.31416 -0.80338  -0.04
11 H -2.18020 -0.44567 5.12467  0.58
12 H -2.06631 0.50717 3.65502  0.07
13 H -0.62874 -0.31962 4.27077  0.32
14 H -2.10305 -2.69462 5.11940  0.45
15 H -2.01768 -3.66256 3.66526  0.49
16 H -3.56417 -2.90884 4.16368  0.32
17 H -1.01067 0.14060 1.88876  -0.98
18 H -3.25416 -3.14632 2.00125  0.32
19 H -4.30891 -4.16903 0.43412  0.18
20 H -3.78438 -4.10427 -1.18658  0.21
21 H -2.17540 -2.64576 -1.73416  -0.38
22 C 1.33034 -2.03434 -1.94100  -1.83
23 C 1.00831 -1.13496 -3.13990  -0.91
24 P -0.45161 -0.03698 -2.82296  0.45
25 C 0.02186 1.66794 -3.16910  0.78
26 C 1.18478 2.02233 -3.85582  -0.68
27 C 1.48740 3.36034 -4.06034  -0.77
28 C 0.63060 4.34584 -3.58633  -0.56
29 C -0.53554 3.99823 -2.91974  -0.77
30 C -0.84455 2.66232 -2.71254  -0.59
31 C -1.60061 -0.47081 -4.15722  0.81
32 C -1.92904 0.43739 -5.15723  -0.65
33 C -2.76288 0.04829 -6.20066  -0.82
34 C -3.26681 -1.24138 -6.25237  -0.56
35 C -2.93429 -2.15807 -5.26102  -1.03
36 C -2.10786 -1.77059 -4.22096  -0.24
37 P 1.30317 -1.07036 -0.37171  1.61
38 C 1.27211 -2.30309 0.95808  0.41
39 C 1.31392 -1.81110 2.26722  -0.51
40 C 1.25859 -2.67695 3.34699  -0.74
41 C 1.13879 -4.04734 3.13320  -0.83
42 C 1.09457 -4.54299 1.83905  -0.66
43 C 1.17146 -3.67469 0.75239  -0.99
44 C 3.00341 -0.40907 -0.31448  1.02
45 C 3.36463 0.55164 -1.26227  -0.47
46 C 4.66320 1.03136 -1.32224  -0.95
47 C 5.61219 0.57830 -0.41507  -0.79
48 C 5.25573 -0.35572 0.54560  -0.80
49 C 3.95890 -0.85361 0.59678  -1.13
50 H 2.27670 -2.55664 -2.09122  0.72
51 H 0.53633 -2.77534 -1.82284  0.40
52 H 0.78800 -1.75276 -4.00992  0.75
53 H 1.85878 -0.51196 -3.40674  0.58
54 H 1.84992 1.26993 -4.25996  0.59
55 H 2.39105 3.63157 -4.59207  0.45
56 H 0.87851 5.38997 -3.73101  0.39
57 H -1.19479 4.75848 -2.52440  0.44
58 H -1.73327 2.40437 -2.14951  0.85
59 H -1.54508 1.44863 -5.12396  0.45
60 H -3.01511 0.76105 -6.97552  0.43
61 H -3.91482 -1.53795 -7.06717  0.39
62 H -3.31383 -3.17133 -5.30813  0.44
63 H -1.82388 -2.49743 -3.47194  0.22
64 H 1.40353 -0.73911 2.43531  0.65
65 H 1.32195 -2.28745 4.35677  0.49
66 H 1.09467 -4.72739 3.97507  0.43
67 H 1.01917 -5.61013 1.66873  0.44
68 H 1.15974 -4.08348 -0.25010  0.42
69 H 2.61904 0.95944 -1.93364  0.39
70 H 4.93057 1.76993 -2.06762  0.50
71 H 6.62532 0.95778 -0.45318  0.41
72 H 5.98926 -0.70628 1.26043  0.46
73 H 3.70769 -1.59606 1.34245  0.40
74 C 1.95973 2.55813 4.95012  -1.59
75 C 1.07159 2.63779 3.73302  0.62
76 C -0.31012 2.71491 3.84933  -0.44
77 C -1.14035 2.76059 2.72916  0.60
78 C -2.63763 2.88646 2.87699  -1.64
79 C -0.56785 2.72550 1.45808  0.89
80 C 0.82408 2.73750 1.31848  0.28
81 C 1.43680 2.93265 -0.03807  -0.74
82 C 1.62285 2.66532 2.45424  -0.90
83 C -1.46823 2.72598 0.24526  0.02
84 O -1.80849 3.78331 -0.26031  -0.65
85 O -1.91409 1.55986 -0.13298  -0.83
86 H 1.38681 2.69744 5.86659  0.38
87 H 2.73825 3.32182 4.92092  0.39
88 H 2.46263 1.58942 5.01185  0.28
89 H -0.75701 2.74562 4.84066  0.33
90 H -2.94016 2.81994 3.92339  0.35
91 H -3.16275 2.11620 2.30373  0.34
92 H -2.97540 3.84650 2.48268  0.43
93 H 1.12219 3.89237 -0.45529  0.62
94 H 1.10315 2.16446 -0.73563  -0.52
95 H 2.52346 2.91594 0.01503  0.46
96 H 2.70372 2.67269 2.34018  0.45

The charge is +1. The LUMO energy (alpha / beta) is -2.507 / -2.508 eV. The HOMO energy (alpha / beta) is -9.664 / -9.665 eV.